C40H59AsN4O3RhS3Si | wB97M-V/def2-TZVPD

Results
- frontier orbital gap (alpha / beta) (eV) = 6.63 / 6.63
- HOMO level (alpha / beta) (eV) = -10.143 / -10.143
- net charge = +1
- strongest force on any atom (Eh/bohr) = 0.0433
- relative energy (zero: lowest compared OMol25 entry of this formula, charge and spin) (kcal per mole) = 8.1

Atoms and positions in Å:
Rh 0.179 -0.457 -0.366
C -0.316 0.066 4.480
C -0.287 -1.143 3.551
C -1.102 -2.280 4.154
C 1.140 -1.592 3.312
O -0.817 -0.782 2.225
Si -2.347 -0.271 1.834
S -2.188 0.007 -0.283
O -2.563 1.163 2.584
C -3.743 1.968 2.823
C -4.610 2.017 1.569
C -3.229 3.353 3.178
C -4.518 1.372 3.994
O -3.563 -1.241 2.288
C -4.221 -2.446 1.826
C -4.858 -3.069 3.058
C -5.282 -2.038 0.815
C -3.222 -3.404 1.198
H 0.174 -0.184 5.424
H -1.339 0.380 4.684
H 0.206 0.906 4.022
H -0.671 -2.574 5.113
H -1.092 -3.146 3.490
H -2.138 -1.974 4.317
H 1.600 -1.925 4.246
H 1.733 -0.769 2.911
H 1.160 -2.420 2.599
H -4.006 2.290 0.700
H -5.409 2.752 1.692
H -5.059 1.037 1.378
H -2.712 3.801 2.325
H -2.533 3.285 4.017
H -4.059 4.004 3.465
H -4.764 0.331 3.783
H -5.442 1.932 4.161
H -3.915 1.412 4.906
H -5.484 -2.337 3.571
H -4.087 -3.417 3.750
H -5.478 -3.922 2.769
H -5.998 -1.351 1.273
H -5.823 -2.920 0.460
H -4.813 -1.543 -0.040
H -2.399 -3.612 1.884
H -2.810 -2.971 0.286
H -3.713 -4.347 0.944
S 1.863 -2.103 -0.493
C 3.216 -1.715 0.578
C 4.006 -2.757 1.052
C 5.045 -2.496 1.935
C 5.318 -1.194 2.329
C 4.541 -0.154 1.838
C 3.495 -0.415 0.963
As 2.231 0.917 0.360
C 2.685 2.417 1.491
C 3.839 3.157 1.254
C 4.171 4.201 2.107
C 3.360 4.500 3.196
C 2.219 3.748 3.441
C 1.879 2.712 2.583
C 3.029 1.468 -1.325
C 3.681 0.545 -2.138
C 4.168 0.934 -3.382
C 3.995 2.239 -3.824
C 3.337 3.161 -3.018
C 2.854 2.776 -1.776
H 3.779 -3.773 0.751
H 5.639 -3.313 2.327
H 6.123 -0.986 3.021
H 4.755 0.862 2.145
H 4.479 2.920 0.415
H 5.067 4.780 1.920
H 3.621 5.320 3.856
H 1.593 3.969 4.297
H 0.986 2.132 2.760
H 3.809 -0.476 -1.803
H 4.688 0.213 -4.002
H 4.364 2.536 -4.800
H 3.199 4.181 -3.358
H 2.338 3.496 -1.152
C 1.970 -0.917 -5.804
C 1.823 -2.206 -5.003
N 1.014 -2.035 -3.793
C -0.265 -2.347 -3.548
S -0.827 -2.317 -1.920
N -1.153 -2.708 -4.473
C -1.102 -2.752 -5.939
C -1.005 -4.173 -6.477
H 2.508 -1.110 -6.735
H 2.532 -0.173 -5.232
H 0.996 -0.488 -6.050
H 2.804 -2.544 -4.677
H 1.397 -3.000 -5.607
H 1.519 -1.796 -2.949
H -2.040 -2.959 -4.064
H -0.277 -2.147 -6.295
H -2.020 -2.290 -6.295
H -0.093 -4.666 -6.135
H -1.004 -4.158 -7.569
H -1.858 -4.768 -6.145
N -0.462 2.680 0.058
C -0.343 2.448 -1.282
C -0.526 3.496 -2.198
C -0.365 3.262 -3.539
C 0.000 1.990 -3.981
C 0.183 1.015 -3.041
N 0.014 1.222 -1.722
H -0.978 3.503 0.321
H -0.699 1.865 0.603
H -0.807 4.472 -1.827
H -0.520 4.065 -4.250
H 0.140 1.775 -5.031
H 0.491 0.017 -3.322

These are the Löwdin partial charges, in e, on atoms 1 to 99: atom 1 (Rh): 0.3383, atom 2 (C): -0.0150, atom 3 (C): -0.6012, atom 4 (C): -0.0221, atom 5 (C): -0.0244, atom 6 (O): -0.2138, atom 7 (Si): -0.0832, atom 8 (S): 0.4084, atom 9 (O): -0.1620, atom 10 (C): -0.6329, atom 11 (C): -0.0329, atom 12 (C): -0.0273, atom 13 (C): -0.0173, atom 14 (O): -0.1504, atom 15 (C): -0.6301, atom 16 (C): -0.0215, atom 17 (C): -0.0272, atom 18 (C): -0.0236, atom 19 (H): 0.1005, atom 20 (H): 0.0797, atom 21 (H): 0.0602, atom 22 (H): 0.0985, atom 23 (H): 0.0823, atom 24 (H): 0.0811, atom 25 (H): 0.1024, atom 26 (H): 0.0650, atom 27 (H): 0.0848, atom 28 (H): 0.0702, atom 29 (H): 0.0952, atom 30 (H): 0.0762, atom 31 (H): 0.0755, atom 32 (H): 0.0882, atom 33 (H): 0.0939, atom 34 (H): 0.0731, atom 35 (H): 0.0950, atom 36 (H): 0.0905, atom 37 (H): 0.0888, atom 38 (H): 0.0830, atom 39 (H): 0.0939, atom 40 (H): 0.0886, atom 41 (H): 0.0938, atom 42 (H): 0.0695, atom 43 (H): 0.0742, atom 44 (H): 0.0426, atom 45 (H): 0.0993, atom 46 (S): 0.6048, atom 47 (C): -0.6923, atom 48 (C): -0.1083, atom 49 (C): -0.0649, atom 50 (C): -0.0685, atom 51 (C): -0.0783, atom 52 (C): -0.4159, atom 53 (As): 1.3367, atom 54 (C): -0.3739, atom 55 (C): -0.1166, atom 56 (C): -0.0630, atom 57 (C): -0.0669, atom 58 (C): -0.0635, atom 59 (C): -0.1075, atom 60 (C): -0.3622, atom 61 (C): -0.0999, atom 62 (C): -0.0893, atom 63 (C): -0.0750, atom 64 (C): -0.0683, atom 65 (C): -0.1264, atom 66 (H): 0.1061, atom 67 (H): 0.1114, atom 68 (H): 0.1088, atom 69 (H): 0.0975, atom 70 (H): 0.1087, atom 71 (H): 0.1113, atom 72 (H): 0.1106, atom 73 (H): 0.1109, atom 74 (H): 0.0719, atom 75 (H): 0.0794, atom 76 (H): 0.1082, atom 77 (H): 0.1101, atom 78 (H): 0.1123, atom 79 (H): 0.1059, atom 80 (C): -0.0682, atom 81 (C): -0.1994, atom 82 (N): -0.0070, atom 83 (C): -0.7414, atom 84 (S): 0.6255, atom 85 (N): 0.0253, atom 86 (C): -0.2166, atom 87 (C): -0.0711, atom 88 (H): 0.0883, atom 89 (H): 0.0528, atom 90 (H): 0.0642, atom 91 (H): 0.1268, atom 92 (H): 0.0954, atom 93 (H): 0.0270, atom 94 (H): 0.1205, atom 95 (H): 0.0818, atom 96 (H): 0.1246, atom 97 (H): 0.0736, atom 98 (H): 0.0838, atom 99 (H): 0.0811

---

C28H63ClNO16PS4 | wB97M-V/def2-TZVPD

Results
- structure (SMILES) = C=CC(=O)OCCCCCC[C@H](OC)[C@H](C[C@H](C)Cl)NP(C)O.CCOS(C)(=O)=O.CCOS(C)(=O)=O.CCOS(C)(=O)=O.CCOS(C)(=O)=O
- frontier orbital gap (eV) = 7.98
- HOMO level (eV) = -7.996
- strongest force on any atom (Eh/bohr) = 0.0967

Atoms and positions in Å:
C 7.383 -0.833 3.819
C 6.657 -1.958 3.306
C 7.397 -3.193 2.616
O 8.081 -3.105 1.565
O 7.192 -4.469 3.263
C 5.885 -4.894 2.786
C 5.406 -6.313 3.379
C 3.784 -6.324 3.226
C 3.374 -6.362 1.675
C 2.161 -5.396 1.270
C 2.419 -3.838 1.553
C 1.022 -3.066 1.436
O 0.414 -3.071 0.126
C 1.372 -2.956 -0.951
C 1.098 -1.579 2.103
C 2.315 -0.685 1.563
C 1.686 0.597 0.832
C 0.686 0.266 -0.373
Cl 2.978 1.840 0.330
N 1.198 -1.726 3.612
P -0.451 -1.965 4.285
C -0.229 -3.445 5.462
O -0.955 -0.568 5.136
H 8.122 -0.312 3.125
H 7.188 -0.551 4.903
H 5.513 -1.963 3.401
H 5.948 -5.005 1.652
H 5.045 -4.145 3.033
H 5.891 -7.198 2.816
H 5.730 -6.435 4.481
H 3.386 -5.431 3.811
H 3.406 -7.270 3.745
H 4.282 -6.222 0.980
H 3.011 -7.440 1.465
H 1.880 -5.630 0.180
H 1.269 -5.700 1.941
H 2.725 -3.766 2.667
H 3.281 -3.380 0.967
H 0.288 -3.639 2.123
H 2.276 -2.300 -0.734
H 1.654 -4.032 -1.264
H 0.871 -2.505 -1.890
H 0.057 -1.103 1.927
H 3.101 -1.243 0.961
H 2.862 -0.279 2.498
H 1.056 1.143 1.632
H 1.206 -0.125 -1.317
H 0.159 1.258 -0.640
H -0.136 -0.479 -0.116
H 1.496 -0.831 4.040
H -1.214 -3.956 5.736
H 0.416 -3.192 6.388
H 0.392 -4.214 4.863
H -1.464 0.040 4.545
O -2.961 -3.439 -3.678
S -1.838 -3.914 -4.442
O -0.538 -3.300 -4.346
O -2.259 -4.000 -6.000
C -2.800 -2.835 -6.625
C -1.713 -1.837 -6.980
C -1.658 -5.652 -4.166
H -3.567 -2.377 -5.995
H -3.293 -3.167 -7.541
H -1.263 -1.411 -6.080
H -2.122 -1.017 -7.574
H -0.912 -2.321 -7.544
H -2.629 -6.131 -4.288
H -1.295 -5.794 -3.147
H -0.935 -6.050 -4.877
O -2.483 2.031 3.693
S -3.281 3.231 3.704
O -3.763 3.831 2.489
O -2.522 4.358 4.577
C -1.172 4.687 4.243
C -1.102 5.592 3.027
C -4.653 2.992 4.796
H -0.577 3.781 4.097
H -0.753 5.213 5.105
H -1.425 5.065 2.126
H -0.080 5.942 2.865
H -1.759 6.456 3.148
H -4.286 2.586 5.738
H -5.338 2.288 4.325
H -5.150 3.949 4.952
O -4.546 0.757 -8.587
S -5.393 0.178 -7.578
O -5.327 -1.221 -7.243
O -6.931 0.566 -7.895
C -7.457 0.265 -9.187
C -7.807 -1.205 -9.318
C -5.231 1.120 -6.089
H -6.762 0.578 -9.971
H -8.365 0.861 -9.304
H -6.909 -1.826 -9.301
H -8.330 -1.395 -10.258
H -8.439 -1.529 -8.488
H -5.332 2.178 -6.328
H -4.242 0.922 -5.673
H -6.001 0.805 -5.385
O -0.295 8.269 1.420
S 0.468 9.324 0.806
O 1.729 9.070 0.161
O 0.661 10.524 1.873
C 1.216 10.217 3.151
C 2.722 10.048 3.079
C -0.575 10.199 -0.324
H 0.738 9.331 3.578
H 0.981 11.059 3.807
H 2.990 9.157 2.507
H 3.146 9.947 4.080
H 3.184 10.903 2.580
H -1.513 10.440 0.176
H -0.762 9.549 -1.179
H -0.063 11.104 -0.649

These are the Löwdin partial charges, in e, on atoms 1 to 99: atom 1 (C): 0.0211, atom 2 (C): -0.0599, atom 3 (C): -0.3713, atom 4 (O): 0.0730, atom 5 (O): -0.0659, atom 6 (C): -0.2083, atom 7 (C): -0.1554, atom 8 (C): -0.2029, atom 9 (C): -0.2068, atom 10 (C): -0.1868, atom 11 (C): -0.1576, atom 12 (C): -0.2971, atom 13 (O): -0.1769, atom 14 (C): -0.1091, atom 15 (C): -0.3460, atom 16 (C): -0.1702, atom 17 (C): -0.6753, atom 18 (C): -0.1343, atom 19 (Cl): 0.4942, atom 20 (N): -0.2141, atom 21 (P): 0.8602, atom 22 (C): -0.2929, atom 23 (O): -0.3477, atom 24 (H): 0.0827, atom 25 (H): 0.0717, atom 26 (H): 0.1041, atom 27 (H): 0.1296, atom 28 (H): 0.1095, atom 29 (H): 0.1219, atom 30 (H): 0.1206, atom 31 (H): 0.0984, atom 32 (H): 0.1079, atom 33 (H): 0.1096, atom 34 (H): 0.1140, atom 35 (H): 0.1076, atom 36 (H): 0.1248, atom 37 (H): 0.1027, atom 38 (H): 0.1086, atom 39 (H): 0.1303, atom 40 (H): 0.0864, atom 41 (H): 0.0963, atom 42 (H): 0.0981, atom 43 (H): 0.1075, atom 44 (H): 0.1004, atom 45 (H): 0.1123, atom 46 (H): 0.1077, atom 47 (H): 0.0792, atom 48 (H): 0.0871, atom 49 (H): 0.0793, atom 50 (H): 0.0654, atom 51 (H): 0.0408, atom 52 (H): 0.0481, atom 53 (H): 0.0347, atom 54 (H): 0.0133, atom 55 (O): -0.2786, atom 56 (S): 0.5991, atom 57 (O): -0.2907, atom 58 (O): -0.2629, atom 59 (C): -0.2771, atom 60 (C): -0.0658, atom 61 (C): -0.1227, atom 62 (H): 0.0951, atom 63 (H): 0.1229, atom 64 (H): 0.0714, atom 65 (H): 0.0730, atom 66 (H): 0.0855, atom 67 (H): 0.0743, atom 68 (H): 0.0748, atom 69 (H): 0.0742, atom 70 (O): -0.2938, atom 71 (S): 0.6065, atom 72 (O): -0.2730, atom 73 (O): -0.2625, atom 74 (C): -0.2640, atom 75 (C): -0.0815, atom 76 (C): -0.1200, atom 77 (H): 0.1138, atom 78 (H): 0.1227, atom 79 (H): 0.0760, atom 80 (H): 0.0756, atom 81 (H): 0.0834, atom 82 (H): 0.0757, atom 83 (H): 0.0777, atom 84 (H): 0.0758, atom 85 (O): -0.2795, atom 86 (S): 0.6037, atom 87 (O): -0.2819, atom 88 (O): -0.2630, atom 89 (C): -0.2687, atom 90 (C): -0.0756, atom 91 (C): -0.1139, atom 92 (H): 0.1164, atom 93 (H): 0.1228, atom 94 (H): 0.0704, atom 95 (H): 0.0810, atom 96 (H): 0.0856, atom 97 (H): 0.0761, atom 98 (H): 0.0777, atom 99 (H): 0.0778

---

C14H19AlB2Br2F4NO9P | wB97M-V/def2-TZVPD

Results
- frontier orbital gap (eV) = 6.61
- HOMO level (eV) = -9.305
- strongest force on any atom (Eh/bohr) = 0.1861

Atoms and positions in Å:
C 1.836 -2.706 0.904
B 1.433 -1.276 0.126
O 2.416 -0.160 0.129
C -0.036 -1.259 -0.623
C -1.382 -1.721 0.190
C -2.526 -1.217 -0.922
Br -2.966 -3.010 -1.783
C -3.779 -0.854 0.069
C -4.480 -2.201 0.769
O -5.638 -2.689 0.243
Br -3.776 -3.150 2.382
N -1.970 -0.116 -1.851
B -1.672 -0.565 -3.302
O -0.276 -0.837 -3.797
O -2.739 -0.815 -4.320
P -2.979 1.345 -2.123
O -2.346 2.288 -3.265
O -3.290 2.257 -0.630
O -4.605 0.959 -2.727
C -0.624 0.210 -1.168
O -0.642 0.972 0.090
C -0.098 2.330 -0.064
O -0.430 3.188 -1.069
C 0.965 2.983 1.051
C 2.487 3.368 0.549
C 3.590 4.062 1.565
C 3.067 4.368 3.110
C 1.546 3.957 3.625
C 0.451 3.264 2.612
H 2.872 -3.127 0.551
H 1.032 -3.536 0.603
H 1.738 -2.600 2.080
H 3.273 -0.566 -0.245
H 0.103 -2.116 -1.430
H -1.442 -1.237 1.276
H -1.553 -2.881 0.302
H -3.362 -0.196 0.951
H -4.664 -0.275 -0.430
H -0.199 -1.855 -3.734
H -2.657 -1.773 -4.654
H -4.260 2.156 -0.374
H -4.772 -0.030 -2.660
H 0.194 0.762 -1.795
H 2.773 3.138 -0.564
H 4.665 4.312 1.175
H 3.852 4.900 3.820
H 1.288 4.210 4.745
H -0.643 2.982 2.968
F 5.233 -4.629 1.230
Al 6.045 -3.049 1.528
F 5.395 -1.815 0.389
F 7.818 -3.228 1.272
F 5.733 -2.525 3.223

Formally, the natural (NBO) partial charges of the atoms, in units of the elementary charge, are as follows: atom 1 (C): -1.0323, atom 2 (B): 1.0747, atom 3 (O): -0.9272, atom 4 (C): -0.6031, atom 5 (C): -0.4581, atom 6 (C): 0.1394, atom 7 (Br): 0.1151, atom 8 (C): -0.5767, atom 9 (C): 0.4430, atom 10 (O): -0.5040, atom 11 (Br): 0.1057, atom 12 (N): -0.9477, atom 13 (B): 1.3809, atom 14 (O): -0.9154, atom 15 (O): -0.9246, atom 16 (P): 2.2779, atom 17 (O): -0.9048, atom 18 (O): -0.8972, atom 19 (O): -0.8944, atom 20 (C): 0.2290, atom 21 (O): -0.5532, atom 22 (C): 0.7592, atom 23 (O): -0.5301, atom 24 (C): -0.1421, atom 25 (C): -0.1689, atom 26 (C): -0.2110, atom 27 (C): -0.2002, atom 28 (C): -0.2260, atom 29 (C): -0.2127, atom 30 (H): 0.3084, atom 31 (H): 0.1997, atom 32 (H): 0.2763, atom 33 (H): 0.5422, atom 34 (H): 0.2615, atom 35 (H): 0.2676, atom 36 (H): 0.2799, atom 37 (H): 0.2807, atom 38 (H): 0.2582, atom 39 (H): 0.5150, atom 40 (H): 0.5290, atom 41 (H): 0.5188, atom 42 (H): 0.5080, atom 43 (H): 0.3146, atom 44 (H): 0.2482, atom 45 (H): 0.2578, atom 46 (H): 0.2456, atom 47 (H): 0.2451, atom 48 (H): 0.2429, atom 49 (F): -0.7976, atom 50 (Al): 2.1998, atom 51 (F): -0.8107, atom 52 (F): -0.7916, atom 53 (F): -0.7944

---

C17H28ClIrNO6 | wB97M-V/def2-TZVPD

Results
- frontier orbital gap (alpha / beta) (eV) = 9.33 / 5.69
- HOMO level (alpha / beta) (eV) = -22.709 / -22.839
- spin multiplicity = 6
- net charge = +4
- strongest force on any atom (Eh/bohr) = 0.0293

Atoms and positions in Å:
Ir 0.017 -0.086 -0.088
C -2.417 -1.990 -0.455
C -1.538 -2.554 -1.518
O -0.204 -2.021 -1.279
C 0.666 -2.088 -2.453
C 2.023 -1.768 -1.976
O 1.943 -0.435 -1.399
C 3.187 -0.006 -0.775
C 3.091 -0.304 0.688
O 1.849 0.259 1.210
C 1.908 1.609 1.759
C 1.753 2.624 0.680
O 0.625 2.195 -0.126
C 0.424 2.996 -1.320
C 0.072 2.056 -2.438
O -0.780 0.999 -1.916
C -2.169 1.405 -1.710
C -2.933 0.161 -1.470
O -2.231 -0.552 -0.408
H -2.137 -2.368 0.526
H -3.461 -2.240 -0.636
H -1.853 -2.294 -2.526
H -1.511 -3.639 -1.439
H 0.309 -1.375 -3.195
H 0.638 -3.086 -2.886
H 2.728 -1.775 -2.806
H 2.361 -2.483 -1.223
H 3.294 1.052 -0.984
H 4.036 -0.532 -1.206
H 3.949 0.097 1.225
H 3.040 -1.374 0.870
H 2.840 1.757 2.298
H 1.089 1.671 2.472
H 2.634 2.733 0.056
H 1.543 3.592 1.133
H 1.330 3.537 -1.581
H -0.361 3.721 -1.119
H 0.942 1.571 -2.865
H -0.447 2.598 -3.225
H -2.545 1.915 -2.593
H -2.225 2.091 -0.862
H -2.966 -0.454 -2.366
H -3.950 0.384 -1.159
Cl -0.347 -3.016 4.943
C -0.862 -1.704 4.087
C -1.783 -0.780 4.635
C -2.170 0.289 3.863
C -1.650 0.426 2.571
N -0.757 -0.464 2.051
C -0.356 -1.506 2.767
H -2.172 -0.918 5.639
H -2.874 1.021 4.239
H -1.956 1.256 1.941
H 0.364 -2.202 2.346

Formally, the natural (NBO) partial charges of the atoms, in units of the elementary charge, are as follows: atom 1 (Ir): 1.8305, atom 2 (C): -0.0998, atom 3 (C): -0.1128, atom 4 (O): -0.5634, atom 5 (C): -0.1042, atom 6 (C): -0.1070, atom 7 (O): -0.5775, atom 8 (C): -0.1075, atom 9 (C): -0.1061, atom 10 (O): -0.5893, atom 11 (C): -0.0959, atom 12 (C): -0.1053, atom 13 (O): -0.5995, atom 14 (C): -0.1077, atom 15 (C): -0.1012, atom 16 (O): -0.5510, atom 17 (C): -0.1080, atom 18 (C): -0.1029, atom 19 (O): -0.5778, atom 20 (H): 0.2025, atom 21 (H): 0.2668, atom 22 (H): 0.2271, atom 23 (H): 0.2612, atom 24 (H): 0.2246, atom 25 (H): 0.2648, atom 26 (H): 0.2638, atom 27 (H): 0.2141, atom 28 (H): 0.2212, atom 29 (H): 0.2610, atom 30 (H): 0.2583, atom 31 (H): 0.2212, atom 32 (H): 0.2623, atom 33 (H): 0.2065, atom 34 (H): 0.2137, atom 35 (H): 0.2542, atom 36 (H): 0.2472, atom 37 (H): 0.2302, atom 38 (H): 0.2326, atom 39 (H): 0.2572, atom 40 (H): 0.2679, atom 41 (H): 0.2055, atom 42 (H): 0.2224, atom 43 (H): 0.2588, atom 44 (Cl): 0.5171, atom 45 (C): -0.0353, atom 46 (C): -0.0682, atom 47 (C): -0.1942, atom 48 (C): 0.1982, atom 49 (N): -0.5594, atom 50 (C): 0.1542, atom 51 (H): 0.3115, atom 52 (H): 0.3092, atom 53 (H): 0.2502, atom 54 (H): 0.2579